{
  "formula": "C40H108F3N9O12",
  "method": "wB97M-V/def2-TZVPD",
  "symbols": ["H", "H", "N", "H", "H", "H", "H", "C", "N", "H", "N", "H", "O", "H", "H", "H", "C", "H", "H", "H", "H", "O", "O", "H", "C", "C", "C", "C", "C", "H", "C", "H", "H", "C", "O", "H", "C", "H", "C", "H", "H", "C", "H", "H", "F", "H", "H", "C", "C", "H", "H", "H", "H", "H", "N", "H", "H", "C", "H", "O", "H", "H", "H", "H", "H", "O", "H", "C", "H", "C", "H", "H", "H", "H", "H", "H", "H", "H", "H", "H", "C", "C", "C", "C", "H", "H", "O", "H", "C", "H", "H", "O", "H", "C", "H", "H", "N", "H", "H", "C", "H", "H", "C", "C", "H", "F", "H", "H", "N", "H", "H", "N", "C", "O", "C", "H", "O", "H", "H", "H", "N", "H", "H", "H", "H", "H", "H", "C", "H", "C", "H", "H", "H", "H", "H", "C", "H", "H", "H", "H", "H", "C", "C", "H", "H", "H", "C", "N", "H", "H", "O", "C", "O", "H", "H", "C", "C", "H", "H", "C", "H", "H", "C", "H", "H", "H", "H", "F", "H", "H", "H", "C"],
  "positions_angstrom": [[-2.24869, 10.30483, 3.16140], [-3.60120, 10.50802, 1.87658], [2.18635, -4.95173, -10.10877], [8.05935, -4.25497, 1.15196], [-7.80208, -6.56839, 3.60643], [-6.22647, 3.56642, -4.40374], [2.57539, -7.04335, 7.34356], [1.62384, -8.03877, 5.84166], [2.30110, 3.82338, 6.66486], [-5.98751, 0.41344, -6.77921], [2.26066, -5.59955, 6.02948], [8.03965, -6.92281, 4.59251], [-7.77976, 3.60599, 7.69290], [-5.79175, 2.08496, -9.47870], [0.68850, 9.91344, 1.47105], [4.77754, 0.83130, 9.39163], [-5.11397, 3.41313, 6.45528], [-8.47784, 3.79883, 5.64883], [7.75976, 8.70074, -10.02451], [-5.54726, 3.55785, -2.96776], [0.72276, -5.47186, 8.14949], [-6.29712, 3.85214, -3.48997], [-6.46794, -3.33383, 1.00956], [-7.52500, 0.11100, -9.36708], [-6.98832, -0.28057, -8.50294], [7.57024, 7.80200, -9.43760], [-7.59090, 3.93326, 6.26800], [-5.40746, -3.76143, 0.18936], [3.68834, 2.69373, 4.99123], [-3.98537, 4.22932, -8.78923], [6.67116, -5.30743, -0.11674], [-8.31010, -3.87489, 1.66866], [0.21795, -7.15840, 8.12936], [-6.40574, 3.12724, 5.69160], [-5.18234, 2.88590, -7.64770], [1.91834, 8.91252, 2.14511], [-0.30334, 1.20838, -0.96897], [-0.26135, -9.23421, 4.44432], [4.96288, 0.69711, 8.32592], [-3.02491, 3.29550, -7.64932], [1.79997, -4.73231, -11.01578], [-6.42597, 0.80218, -7.69830], [-7.29100, -5.18191, 1.07828], [-0.24958, -4.36948, -8.70060], [2.10108, 0.78855, -1.15555], [-5.31582, 2.96579, 7.42855], [-5.30156, 2.84557, 4.07632], [-2.88191, 9.86890, 2.38868], [6.86385, 5.52190, -6.87680], [9.58685, 6.53272, -8.60376], [-8.72400, 1.78620, 7.04073], [-5.25405, -2.99174, -0.56704], [-0.96181, -7.98964, 5.54879], [-0.29576, -6.24317, 6.83272], [-6.17549, 3.31600, 4.26353], [6.70843, -6.26235, -0.64098], [7.71550, 6.95213, -10.10447], [8.00124, 5.38643, -7.78196], [6.56189, 7.79236, -9.02380], [-0.44424, 0.54562, 0.31329], [6.19859, 4.66989, -7.01684], [-7.24549, -5.62495, 5.00626], [0.81390, 8.28231, 1.01367], [5.78286, -0.02104, 8.32519], [-0.51774, 0.47409, -1.74548], [5.30515, 1.88732, 7.47991], [-7.27302, 4.97577, 6.25444], [-5.43517, 1.78695, -8.49273], [-1.03345, -7.80686, 3.83259], [-1.19375, 7.83960, 2.61722], [-7.90779, 2.11323, -8.15047], [2.98208, -6.41883, -8.22852], [0.16466, -1.53374, 0.11069], [-8.67496, -5.15274, 4.04371], [-5.72790, 4.20204, 4.07725], [-7.08369, -2.92455, 3.80992], [9.18806, -7.89684, 4.01604], [6.32299, 6.39665, -7.23789], [2.43726, -7.50565, -9.62454], [-6.26342, -0.97008, -8.93559], [7.86031, -5.29768, 0.90447], [0.36634, -5.42722, -5.92103], [-4.01484, 3.71500, -7.82865], [7.71986, -6.31130, 2.01994], [2.80493, 1.87358, 6.64111], [4.04589, 3.06580, 8.40670], [0.02466, 8.61460, 2.97489], [1.20058, -4.13773, -7.86818], [-7.66558, -5.56207, 4.00243], [-5.70051, -4.72539, -0.22657], [-7.13833, 3.63024, -3.08411], [8.87842, -6.09855, 2.83772], [9.81435, -5.84993, 0.85197], [-7.30876, -4.30220, 1.72162], [1.40755, 3.65627, 6.22470], [0.20779, -1.98787, 2.29323], [-7.62104, 1.58916, -7.33609], [-8.32623, 0.90744, -7.09512], [-3.15136, 7.17357, 0.47493], [0.55894, -6.33406, 7.50304], [-0.11957, -5.83947, -5.03670], [-1.50567, 7.35969, 3.54484], [0.36681, -0.60633, 0.64655], [-2.18214, 8.65592, 1.69530], [-3.57812, 9.36427, 3.05857], [1.27794, 2.15519, -2.76595], [-4.18990, 2.87673, 6.23970], [0.98359, -8.76224, 6.34637], [-6.35921, -3.62611, 3.86501], [2.71424, 4.62644, 6.21261], [1.63012, -7.56568, -8.05188], [9.04209, -5.68499, 0.22228], [0.85767, 8.92328, 1.89421], [-1.40726, 2.08277, -1.04607], [8.89547, 6.62397, -7.76605], [9.41795, -4.82847, -0.15876], [-0.06064, -5.73051, -7.22285], [-5.83805, -5.26252, 3.06661], [6.68314, -4.61105, -0.95520], [8.33759, 3.43623, -7.70788], [8.87446, 4.26106, -7.48086], [-6.70220, 2.08383, 5.79896], [4.09781, 1.68701, 4.90782], [-7.65312, -0.87646, -7.87760], [6.83045, -6.20514, 2.64105], [-1.55278, 9.05523, 0.89996], [-7.38906, 1.64113, 8.18588], [-6.77780, -4.72389, 3.18846], [3.99562, 0.35054, 7.96205], [0.55945, -4.93678, -8.24045], [-5.04124, 4.48913, 6.61361], [0.43626, -4.34766, -5.78773], [1.46852, -5.23105, 5.52270], [-4.52473, -3.98747, 0.78752], [-3.93554, 8.58850, 0.78008], [3.33103, 2.80067, 6.41344], [-4.59589, 1.12574, -8.70839], [4.93092, 3.93480, 7.23004], [9.47520, 4.21138, -8.29125], [7.05669, 5.66142, -5.81310], [-8.85127, 2.29570, 8.74216], [1.19765, 1.72232, -1.38922], [1.75046, -6.74866, 6.69491], [7.86988, -7.35107, 1.72930], [-0.94505, 6.99203, 1.97856], [1.43129, -5.64017, -5.82808], [2.16426, -6.91860, -8.74764], [-3.31481, 7.89157, 1.16619], [2.79685, 2.57723, 4.37498], [9.67275, -6.31829, 4.70329], [8.21571, 7.88567, -8.19391], [-0.39291, -8.16939, 4.63656], [0.92673, -7.68279, 4.58164], [2.90861, -5.95414, 5.34062], [9.35688, 6.85282, -6.80541], [8.97434, -6.82826, 4.03978], [1.31152, -5.76940, -9.28030], [1.42296, -0.35026, 0.73064], [-4.16766, 4.56336, -7.16154], [-8.20813, 2.28335, 7.86220], [7.54295, 5.10829, -8.73101], [2.86804, -5.60814, -10.46164], [4.44693, 2.97259, 7.39746], [0.69048, -6.18003, -10.07641], [5.68546, -5.28187, 0.34785], [-5.66697, -3.15277, 3.30212], [4.28573, 3.53180, 4.63223], [1.60511, 2.76244, -0.66895], [-1.00613, -0.84815, 2.39231], [0.46182, -0.19334, 2.68380], [2.58047, -8.43320, 5.49906], [0.01814, -0.94658, 2.03275]],
  "forces_ev_per_angstrom": [[0.30, 0.83, -0.71], [0.92, 0.35, -0.70], [1.43, 0.66, -0.45], [-0.85, 0.00, 1.43], [0.19, -0.08, -0.07], [-0.01, -0.43, -1.21], [-0.04, -0.09, 0.81], [-1.69, 1.75, -1.66], [1.05, 0.77, 0.46], [0.47, 0.26, -0.10], [-0.02, 0.34, -0.88], [-0.62, 0.84, 0.00], [-0.24, 0.53, -2.56], [-0.60, 0.18, 0.01], [-0.33, 0.37, 0.24], [0.17, 1.18, 0.20], [-1.26, -0.71, 1.98], [-0.22, -0.14, 0.26], [-0.01, 0.12, 0.14], [1.03, -0.38, 0.72], [0.03, 0.06, -0.42], [0.02, 0.84, 0.03], [-1.14, 0.49, 1.47], [-0.27, 0.07, 0.11], [0.54, -1.94, -1.63], [-1.34, 0.56, 0.72], [1.58, -0.03, 0.91], [-0.62, -1.05, 0.80], [0.10, -1.02, -0.92], [-0.16, -0.46, -0.52], [0.11, -1.24, 0.27], [-0.01, 0.07, 0.56], [0.23, -0.12, 0.35], [0.64, -0.26, -0.21], [0.99, 0.27, 0.20], [-0.07, -0.11, 0.69], [-3.73, 1.33, -1.44], [-0.75, -0.44, 0.34], [-0.77, 1.70, -0.95], [-0.28, -0.63, 0.17], [-0.92, 0.60, 0.17], [-0.22, 2.76, -0.68], [-0.33, -0.40, 0.02], [-0.14, -0.11, -0.41], [0.73, -0.92, -0.90], [0.03, 0.45, 0.63], [-0.09, -1.36, -0.18], [0.01, -1.87, 1.97], [-1.68, 0.23, 0.70], [0.89, -0.50, 0.49], [-0.06, 0.42, -0.29], [0.21, -0.22, 0.10], [0.36, 0.05, 0.34], [-0.08, 0.82, -0.08], [0.09, 0.26, -0.86], [0.06, -0.32, 0.12], [0.47, -0.34, 0.41], [0.90, -0.04, 0.07], [-0.84, 0.02, -1.48], [1.84, -0.48, -0.22], [-0.13, -0.08, 0.28], [-0.16, -0.04, -0.01], [-0.50, -0.65, 0.17], [-0.14, 0.16, -0.87], [0.61, -0.89, -0.31], [1.96, -2.21, 0.58], [-0.38, 0.20, 0.08], [-0.32, -1.87, 1.30], [0.44, 0.43, -0.24], [0.77, 0.83, -0.91], [-0.32, -0.01, -0.02], [0.48, -0.53, -0.08], [0.15, 0.38, -1.19], [-0.11, 0.24, 0.29], [-0.78, 1.26, 0.31], [-0.56, 0.33, 0.64], [0.85, -0.19, -0.99], [-0.28, 0.09, 0.27], [0.53, -0.06, 0.27], [0.28, -0.18, 0.14], [-1.39, 0.17, -1.17], [2.01, 1.38, 0.10], [-0.84, 0.65, -0.30], [0.76, 0.27, 1.45], [0.18, -0.39, 0.33], [-0.70, 0.44, 0.03], [-1.57, -1.17, -0.52], [0.46, -0.32, 0.46], [-1.41, -0.94, 0.25], [0.09, -0.07, -0.69], [-0.76, -0.28, 0.32], [0.36, 0.18, 0.84], [-0.25, -0.64, 0.73], [1.63, -0.77, -0.67], [0.17, -0.32, -0.26], [0.86, 0.11, 0.16], [0.53, 0.67, 1.30], [-0.46, 0.31, -0.09], [0.52, 0.08, -0.04], [-1.01, -1.34, 0.16], [-0.68, -0.46, -0.80], [-0.62, 0.72, 0.06], [-0.82, 0.91, 0.08], [-0.29, 1.19, 0.67], [-0.32, -0.36, 0.22], [-0.12, -1.26, 2.42], [-0.09, 0.38, -1.09], [0.51, -0.34, 0.20], [0.82, 4.13, 1.85], [-0.55, 0.76, 0.04], [-0.03, 0.13, -0.02], [2.25, 0.05, -1.73], [0.68, 0.51, -1.04], [3.28, -0.77, 0.04], [-1.08, 1.72, -2.48], [-0.07, 0.11, -1.03], [-0.39, -0.35, -0.05], [-0.03, -0.67, -0.66], [0.43, 0.56, 0.49], [-0.47, -0.51, 0.71], [0.36, -0.65, -0.21], [0.24, -0.23, 0.03], [1.12, 0.31, -0.54], [-0.13, -0.07, -0.17], [-0.26, 0.07, -0.11], [0.25, -0.11, -0.19], [0.38, -0.17, -0.33], [0.45, -1.38, -3.80], [0.29, -0.70, -0.27], [-0.52, -0.01, -0.07], [0.59, -0.03, -0.16], [-0.72, 0.40, 0.14], [0.10, 0.42, -0.53], [0.40, 0.40, -0.11], [-0.25, -0.31, -0.19], [-2.72, -0.59, 0.82], [0.75, 0.37, 0.19], [0.82, -0.21, -0.30], [0.96, 0.22, -0.01], [0.34, -0.09, -0.07], [-0.40, -0.06, -0.12], [-2.30, 1.30, 0.11], [1.58, -1.40, 1.20], [-0.81, -0.05, -0.93], [0.58, -0.15, -0.11], [0.30, -0.72, 0.12], [-0.79, 0.66, 0.40], [-0.05, -0.18, 0.39], [-0.21, 0.50, 0.02], [0.13, -0.09, -0.24], [1.87, -1.50, 1.28], [-0.10, -0.95, -0.95], [0.10, 0.38, 1.30], [0.28, 0.46, -0.40], [-0.07, -0.32, -0.15], [-0.75, -0.04, 0.64], [-0.61, -0.77, -1.06], [0.10, -0.22, -0.89], [0.09, -0.24, 0.41], [-0.02, -0.52, 1.56], [0.12, 1.09, -0.67], [0.85, 0.01, 0.39], [-1.06, -0.09, 1.80], [-1.27, -0.49, 0.88], [0.05, 0.32, 0.22], [0.59, -0.01, 0.04], [0.30, -0.30, -0.18], [0.02, 0.81, 0.05], [-0.66, 0.12, -1.04], [0.65, -0.48, 0.41], [0.07, -0.02, 0.46], [-0.96, 0.19, 2.58]],
  "lowdin_charge": [0.075, 0.070, 0.015, 0.137, 0.080, 0.183, 0.127, -0.129, 0.035, 0.135, 0.043, 0.075, -0.185, 0.124, 0.078, 0.072, -0.058, 0.120, 0.084, 0.194, 0.086, 0.393, -0.234, 0.090, -0.106, -0.140, -0.154, -0.111, -0.068, 0.082, -0.055, 0.118, 0.077, -0.456, -0.212, 0.083, -0.454, 0.087, -0.040, 0.091, 0.067, -0.421, 0.103, 0.120, 0.123, 0.066, 0.064, -0.067, -0.067, 0.116, 0.091, 0.091, 0.077, 0.072, 0.021, 0.068, 0.083, -0.509, 0.083, -0.101, 0.086, 0.086, 0.086, 0.082, 0.110, -0.190, 0.119, -0.181, 0.085, -0.123, 0.070, 0.088, 0.113, 0.080, 0.063, 0.088, 0.080, 0.075, 0.078, 0.084, -0.439, -0.127, -0.085, -0.172, 0.130, 0.118, -0.183, 0.119, -0.075, 0.076, 0.190, -0.213, 0.070, -0.117, 0.069, 0.071, 0.007, 0.056, 0.068, -0.065, 0.089, 0.122, -0.290, -0.411, 0.067, 0.023, 0.083, 0.110, 0.031, 0.062, 0.078, 0.014, -0.159, -0.323, -0.121, 0.077, -0.188, 0.139, 0.069, 0.071, 0.035, 0.122, 0.085, 0.085, 0.124, 0.112, 0.081, -0.520, 0.075, -0.181, 0.085, 0.079, 0.074, 0.083, 0.055, -0.487, 0.121, 0.129, 0.065, 0.095, 0.085, -0.496, -0.490, 0.133, 0.112, 0.080, -0.055, 0.015, 0.082, 0.089, -0.218, -0.144, -0.206, 0.075, 0.135, -0.124, -0.444, 0.107, 0.076, -0.148, 0.129, 0.054, -0.245, 0.128, 0.067, 0.081, 0.090, 0.122, 0.072, 0.073, 0.121, -0.124],
  "e_above_lowest_kcal_mol": 313.4,
  "e_homo_ha": -0.2000,
  "total_energy_ha": -3283.3846,
  "orbital_gap_ev": 2.79
}